Entry 1:
Below is a molecular structure, C3H12N2O3, with properties calculated with the ωB97M-V functional and the def2-TZVPD basis.

## Properties
Relative energy (zero: lowest compared OMol25 entry of this formula, charge and spin) = 1333.4 kJ/mol
Energy = -456.26229 hartree
Gap between HOMO and LUMO = 4.7365 eV
LUMO level = -4.6 eV
HOMO level = -9.3 eV
Maximum force = 7.5 eV/A

Geometry (Å):
O1 -0.7095 -0.8783 -0.9419
C1 -0.9138 0.0947 -0.0884
C2 0.3539 0.3599 0.6977
N1 1.2775 1.1529 -0.0628
C3 2.1111 0.2497 -1.0475
N2 3.2550 -0.0982 -0.1186
H1 -1.7148 -0.2090 0.7282
H2 -1.2466 0.9729 -0.6576
H3 0.8816 -0.5766 0.8969
H4 2.0038 1.3113 0.6180
H5 1.8140 0.8150 -1.9520
H6 1.5567 -0.6596 -1.1932
H7 3.2761 0.7687 -0.8667
H8 3.1999 -1.1029 -0.1393
H9 -1.8966 -1.5003 -0.8760
H10 -3.3154 -2.0413 -1.6127
O2 -2.9160 -1.7132 -0.7964
H11 0.0538 0.7882 1.6445
H12 -2.3785 1.5454 2.9089
O3 -1.7283 1.1729 2.2926

Atomic partial charges in e from the Mulliken method, atoms 1 to 8:
1. O -0.47
2. C -0.08
3. C -0.61
4. N -0.44
5. C -0.67
6. N -0.68
7. H 0.31
8. H 0.31

---

Entry 2:
Below is a molecular structure, C27H46F6N6O4S2Si3V, with properties calculated with the ωB97M-V functional and the def2-TZVPD basis.

## Properties
Spin multiplicity = 4
Relative energy (zero: lowest compared OMol25 entry of this formula, charge and spin) = 0.0 kJ/mol
Energy = -4894.18512 hartree
Gap between HOMO and LUMO (alpha / beta) = 7.4308 / 7.8121 eV
LUMO level (alpha / beta) = -0.2 / -0.3 eV
HOMO level (alpha / beta) = -7.6 / -8.1 eV
Maximum force = 0.2 eV/A

Geometry (Å):
V1 -0.5704 0.2659 0.2639
C1 -1.6847 2.9533 1.3585
C2 -2.4155 2.6325 0.0659
N1 -2.6283 1.1745 -0.0293
C3 -3.6164 0.6787 0.9456
C4 -3.0106 -0.1841 2.0264
C5 -3.7829 -0.7095 3.0501
C6 -3.1571 -1.4551 4.0349
C7 -1.7828 -1.6285 3.9907
C8 -1.0786 -1.0814 2.9318
C9 0.4193 -1.2018 2.8075
N2 0.9902 -0.2015 1.8930
C10 1.3237 1.0582 2.5924
C11 0.1242 1.9722 2.7323
N3 -0.4087 2.2293 1.3869
N4 -1.6989 -0.4106 1.9566
H1 -2.2754 2.6227 2.2168
H2 -1.5477 4.0354 1.4601
H3 -1.8052 2.9373 -0.7876
H4 -3.3617 3.1834 0.0210
H5 -2.9438 0.9374 -0.9604
H6 -4.3831 0.1025 0.4307
H7 -4.1302 1.5203 1.4210
H8 -4.8504 -0.5345 3.0740
H9 -3.7341 -1.8837 4.8437
H10 -1.2638 -2.1748 4.7667
H11 0.6540 -2.1944 2.4312
H12 0.8656 -1.1210 3.8054
H13 1.8560 -0.5602 1.4994
H14 2.0734 1.5720 1.9992
H15 1.7657 0.8540 3.5733
H16 0.4328 2.8940 3.2329
H17 -0.6703 1.5213 3.3315
H18 0.2773 2.7915 0.8899
C12 -1.7510 -4.1131 0.5049
Si1 -2.0794 -2.9288 -0.9265
C13 -2.4418 -4.0125 -2.4366
C14 -3.8080 -2.2521 -0.5387
C15 -0.7467 -1.6683 -1.1602
Si2 0.9324 -2.5069 -1.2411
C16 0.9881 -4.0629 -2.3193
C17 2.3261 -1.4050 -1.8616
C18 1.6316 -3.1956 0.3843
Si3 -0.9635 -0.7990 -2.7687
C19 -0.4136 -1.6719 -4.3496
C20 -2.7076 -0.2294 -3.2671
C21 0.1208 0.7656 -2.6973
C22 0.6648 1.3585 -3.8310
C23 1.5882 2.3838 -3.7141
C24 1.9635 2.7994 -2.4491
C25 1.3706 2.1858 -1.3609
N5 0.4636 1.2064 -1.4635
H19 -2.6387 -4.7295 0.6721
H20 -1.5439 -3.5716 1.4326
H21 -0.9149 -4.7873 0.3131
H22 -3.1618 -4.7865 -2.1558
H23 -1.5638 -4.5050 -2.8491
H24 -2.9016 -3.4251 -3.2367
H25 -4.5334 -3.0261 -0.8031
H26 -4.0688 -1.3621 -1.1140
H27 -3.9347 -2.0480 0.5250
H28 0.5850 -3.9511 -3.3239
H29 0.4583 -4.8867 -1.8338
H30 2.0357 -4.3651 -2.4096
H31 2.1856 -1.0529 -2.8853
H32 3.2455 -1.9979 -1.8463
H33 2.5017 -0.5373 -1.2252
H34 2.3361 -3.9908 0.1278
H35 0.8749 -3.6399 1.0284
H36 2.2043 -2.4543 0.9458
H37 -0.9425 -2.6181 -4.4753
H38 0.6566 -1.8821 -4.3607
H39 -0.6435 -1.0549 -5.2221
H40 -3.3907 -1.0761 -3.3565
H41 -2.6210 0.2203 -4.2597
H42 -3.1979 0.5222 -2.6459
H43 0.3819 0.9897 -4.8082
H44 2.0236 2.8399 -4.5941
H45 2.6946 3.5760 -2.2822
H46 1.6732 2.4823 -0.3652
F1 6.3060 2.7473 2.2424
C26 5.5941 1.6568 1.9979
F2 6.4214 0.6509 1.7145
F3 4.9084 1.3361 3.1033
S1 4.4285 1.9215 0.5968
O1 3.6645 0.7004 0.5793
O2 5.2315 2.2716 -0.5325
N6 3.4954 3.0748 1.1260
S2 3.7016 4.6046 0.7551
O3 3.0844 4.9663 -0.4902
O4 4.9855 5.1438 1.0779
C27 2.5480 5.2668 2.0325
F4 2.5323 6.5937 1.9648
F5 1.2871 4.8297 1.8158
F6 2.8916 4.9038 3.2647

Atomic partial charges in e from the Mulliken method, atoms 1 to 8:
1. V 0.33
2. C -1.00
3. C -0.99
4. N 0.03
5. C -1.58
6. C -0.02
7. C -0.88
8. C -0.91